Entry 1:
Computed, not measured: a structure of composition C31H48Cl2N3O3P3Pt, with ωB97M-V/def2-TZVPD.

XYZ file:
```
91
Properties=species:S:1:pos:R:3:forces:R:3
H -2.9918 -0.8494 0.3808 0.043 0.026 -0.018
H -3.2375 -2.9333 1.6734 0.025 -0.048 0.064
H -3.6408 3.2026 -3.7763 -0.004 -0.007 -0.012
H -2.6047 1.0745 4.2694 0.014 -0.024 -0.012
H 2.4844 3.0093 3.7163 0.010 -0.015 -0.002
C -2.2646 3.9055 -1.6957 -0.037 0.005 0.039
H -2.8735 4.6900 -2.1447 -0.007 -0.011 -0.012
C -3.0422 2.3955 -3.3553 -0.001 0.003 0.035
H -3.6427 -0.6218 2.0211 -0.006 -0.018 -0.006
H -2.3879 1.7178 -0.0960 0.033 0.033 -0.005
H -3.2103 2.8043 1.9045 0.011 -0.017 -0.005
H -0.0629 3.2600 -0.5248 0.066 -0.064 0.013
H 2.7467 1.6160 -0.0063 -0.022 0.003 -0.002
O -1.2215 -0.8196 -1.3539 -0.371 -0.081 -0.144
H 3.7457 0.4473 3.2730 0.007 -0.002 -0.004
H 2.4270 -0.7648 3.2567 0.011 0.003 0.005
H -2.8147 -2.0765 3.9414 0.004 0.002 -0.005
H 0.9655 3.0811 -1.9581 -0.014 0.025 -0.036
H -1.5839 4.4577 -4.1939 -0.010 -0.011 -0.011
O 0.8431 0.6076 -1.6012 -0.188 -0.357 0.373
C 1.0335 -3.2741 0.1998 -0.002 0.001 0.021
C -1.0355 3.6442 -3.7204 -0.024 -0.047 0.006
N -0.9374 3.9378 -2.2894 0.043 0.104 0.085
H 4.0731 -3.0394 1.7854 0.006 -0.020 -0.015
C 2.9519 -1.1906 -3.9741 -0.002 0.003 -0.014
P -0.6449 1.2709 -1.8034 0.336 0.524 -0.758
C -2.3910 1.5131 -1.1672 -0.013 -0.098 0.185
H 0.1317 3.9998 4.0928 -0.009 -0.062 0.045
Pt -0.2239 0.4488 1.7434 -0.561 -0.134 0.393
H -1.9635 4.0089 1.4952 -0.021 -0.013 -0.023
C -1.5825 -4.1957 0.3605 -0.083 0.065 -0.066
H 2.4894 -1.7641 0.4160 -0.029 0.026 -0.123
H 0.4462 -3.4539 -3.6967 0.015 -0.007 0.014
H -3.5548 1.4514 -3.5424 0.014 -0.009 0.005
H 4.3357 -2.7774 -0.8040 0.000 -0.004 -0.003
H 3.5596 2.5779 1.2533 0.012 -0.011 -0.019
C 3.0840 -3.4551 1.5785 -0.016 0.069 0.042
H -0.0308 1.1608 -4.1474 0.012 0.074 0.013
H -1.0993 -1.8284 3.5507 0.002 -0.003 0.008
C 2.4990 -0.2385 -3.0746 -0.027 0.040 -0.052
C 0.6709 -4.4861 -0.3760 0.020 0.051 -0.130
N -1.7373 2.3902 -4.0091 -0.063 -0.004 0.055
H 2.4409 -3.2766 2.4419 0.020 0.027 -0.001
H 3.1962 -4.5347 1.4653 -0.023 -0.002 0.009
P 1.7944 1.2753 2.1740 -0.069 -0.087 0.105
H 1.4285 -5.0923 -0.8581 -0.009 0.001 -0.003
C -1.2673 -2.9814 0.9648 -0.001 -0.004 0.010
C 2.2016 -2.3355 -4.2191 0.013 -0.007 -0.011
H -2.6714 3.9767 3.1151 -0.002 0.004 -0.006
C 0.5571 -1.5805 -2.6492 -0.016 -0.019 0.027
C 0.3673 3.3182 3.2744 0.038 -0.002 -0.059
C -1.6582 1.5934 4.4270 -0.061 0.068 0.004
H 0.5698 3.9307 2.3905 -0.010 0.062 0.043
H 3.8902 -1.0350 -4.4893 -0.001 -0.003 -0.001
H -1.8216 2.4114 5.1307 -0.019 -0.005 0.000
P -1.0453 2.2437 2.8500 0.313 0.024 0.057
H 2.9066 -2.8760 -1.8366 0.020 0.012 0.031
N -2.9403 2.6271 -1.9092 0.090 -0.002 -0.055
H 1.4210 1.8264 4.4757 -0.014 0.018 0.009
H -1.1305 -2.7694 -1.8627 0.054 -0.002 0.048
H -1.7659 -3.4560 3.6031 -0.015 -0.003 0.005
C 2.5932 2.2357 0.8769 -0.001 -0.050 -0.034
C 3.3429 -3.2203 -0.9021 0.033 -0.059 0.032
H -2.9656 0.6102 -1.3557 -0.013 0.014 -0.010
H -1.5527 0.3197 -3.8437 0.049 -0.026 -0.021
C -0.6358 -4.9435 -0.3217 0.008 -0.019 -0.016
C -2.3334 -2.3384 1.8369 0.024 0.060 -0.014
C 1.2839 -0.4123 -2.4247 0.080 0.121 -0.100
H 1.9924 3.1014 0.6027 0.004 -0.002 0.002
H -0.0355 3.6051 -4.1531 0.003 0.010 0.003
Cl 2.7824 -3.5079 -5.3312 -0.004 0.007 0.001
C -0.0588 3.0050 -1.5897 -0.083 0.002 -0.061
H -2.0435 -0.1137 1.6954 0.011 0.030 -0.006
H 3.3815 -0.4790 1.7988 -0.024 -0.012 0.003
C -0.9769 1.2163 -3.6036 -0.055 -0.111 -0.037
H -0.9481 0.8844 4.8506 -0.001 0.005 0.004
O 0.4858 -1.4031 1.4992 0.327 0.104 -0.056
C 0.0519 -2.5028 0.8585 -0.001 -0.249 0.158
H -0.9055 -5.8938 -0.7623 0.001 0.001 -0.004
C 2.4841 -2.8504 0.3015 0.007 -0.042 0.042
H -2.1899 4.1001 -0.6261 0.005 0.018 0.002
H 3.4860 -4.2995 -0.9790 -0.004 0.001 0.001
C 1.0166 -2.5470 -3.5410 -0.035 0.011 -0.020
C 2.9496 -0.0048 2.6783 0.024 0.050 0.020
C -2.7722 -0.9356 1.4402 -0.012 -0.070 -0.023
H -2.5940 -4.5756 0.4521 0.007 -0.005 0.007
C -0.6756 -1.7726 -1.9119 0.139 0.012 0.073
C 1.5735 2.4245 3.5744 -0.019 0.061 -0.069
C -1.9850 -2.4267 3.3235 0.046 0.061 0.000
C -2.3475 3.3562 2.2777 0.001 0.015 -0.022
Cl 3.4162 1.1986 -2.8109 0.005 -0.007 0.010
```
Positions in Å, forces in eV/Å.

Calculated values
E_HOMO, eV: -12.725
E_tot, eV: -99684.9621
Charge: +2
Kohn-Sham gap, Ha: 0.2464
ΔE to the lowest compared entry with this formula, charge and spin, eV: 0.6637
M, g/mol: 869.6

These are the Löwdin partial charges, in e, on atoms 1 to 6: H 0.07; H 0.14; H 0.14; H 0.06; H 0.11; C -0.16

***

Entry 2:
Computed, not measured: a structure of composition C31H48GeHfN5O4P2S at a distorted geometry, with ωB97M-V/def2-TZVPD.

XYZ file:
```
93
Properties=species:S:1:pos:R:3:forces:R:3
N -0.8338 -1.7292 3.6733 -0.089 -0.065 0.107
C -0.9545 1.4559 4.4059 -0.012 -0.036 -0.003
C 1.7673 -0.5520 -3.2667 -0.173 0.113 -0.414
O 1.7942 -0.6420 -1.9357 0.189 -0.041 0.069
C -0.6679 -1.4047 2.4186 0.043 0.087 -0.122
H -1.6738 -4.8960 -0.8334 -0.150 0.031 -0.066
H 5.2151 0.3179 -2.1598 0.016 -0.028 -0.019
C -2.4888 -2.0637 -1.2138 -0.031 -0.144 0.029
H -1.9666 3.9111 -0.7698 -0.013 -0.075 0.140
C 0.5199 0.1184 -3.7396 -0.150 -0.202 -0.674
C 6.7508 1.5287 -0.6055 0.139 -0.002 -0.110
O 2.6679 -0.9473 -3.9662 -0.154 -0.002 0.054
H 1.9785 -4.3713 -0.3855 0.061 -0.050 -0.015
C 0.0531 -3.5426 -0.8454 -0.064 -0.086 -0.034
H -2.9689 -4.3992 6.6169 -0.015 -0.032 0.140
H -1.3105 -2.6379 6.0758 0.061 0.045 0.093
H -3.0430 -2.9338 -0.8588 0.054 0.049 -0.018
C -0.6535 -4.8477 -0.4656 0.043 0.170 -0.016
C -2.8030 -4.0980 5.5956 0.039 0.061 -0.116
C -3.3708 -4.3631 3.2610 0.025 0.060 0.033
H -1.7525 2.0978 4.7796 -0.064 0.060 0.032
H -4.2778 -5.4707 4.8225 -0.093 -0.100 0.026
H -2.2758 3.9964 -2.5052 -0.018 -0.023 -0.077
O -1.3621 1.1681 -0.5433 -0.345 0.134 0.038
H -1.8407 0.3724 -6.1491 -0.066 0.001 -0.061
H 1.2833 -3.4612 0.9470 0.014 0.018 0.075
C -0.7102 2.7848 2.3107 -0.039 0.052 -0.129
H 1.7751 2.0915 -2.7632 -0.193 -0.079 0.106
H 1.0567 5.6528 -0.3066 -0.029 0.134 -0.001
H 0.3278 4.5543 -4.5471 -0.081 -0.064 -0.097
H 6.8120 2.1441 -1.5080 0.020 -0.071 0.041
H 0.3040 3.0866 2.5741 0.108 0.018 0.000
C 1.4052 -3.4779 -0.1378 0.079 0.121 0.054
H 2.3880 4.6081 -0.7988 0.109 0.000 -0.041
H 1.1975 4.0227 0.3499 -0.049 -0.023 -0.002
H 3.5372 -0.1032 -1.9244 0.183 -0.052 0.103
H 6.9890 0.4910 -0.8478 0.017 0.040 -0.003
P -0.8541 -1.9705 -0.4261 0.036 0.171 0.042
S 2.9100 1.2306 0.4816 -0.293 -0.149 0.118
H -0.6812 -3.7348 -2.8841 -0.109 -0.014 -0.070
H -3.1455 1.8371 2.6949 -0.047 0.043 0.019
H -3.9217 -4.8234 2.4561 -0.062 -0.060 -0.075
H -1.7285 5.4250 -1.6293 -0.004 0.064 0.012
H 1.9864 1.1384 3.4163 0.017 0.039 0.006
C -0.1218 -0.1338 -4.8966 0.450 0.223 0.556
C 4.3378 1.0494 -0.4722 0.039 0.279 0.015
H 0.6486 5.9855 -3.5767 -0.039 0.175 0.043
H 5.3248 2.1838 0.8359 0.004 -0.113 -0.082
H -3.0492 -1.1621 -0.9729 -0.024 0.038 0.023
C -1.4721 1.1836 -2.8606 -0.360 -0.165 -0.042
Ge 0.2625 3.9676 -2.0541 0.067 0.067 -0.076
H 0.6624 -2.5893 -2.7349 -0.124 -0.314 0.117
H -3.0714 1.4621 -4.3138 -0.131 0.038 0.017
H -1.0739 0.4715 4.8571 -0.007 0.003 -0.022
C -1.2859 -2.1530 1.3667 -0.015 0.095 -0.133
H 0.3156 -0.8281 -5.5959 0.109 -0.080 -0.065
C -1.8856 -3.1316 5.3086 -0.045 -0.051 -0.073
H -1.3886 3.5264 2.7347 -0.023 0.057 0.021
P 0.1684 0.2119 2.1363 -0.006 -0.261 -0.274
N 5.4447 1.6162 0.0104 -0.269 0.013 0.061
C 0.2527 -3.5353 -2.3637 0.076 0.317 -0.130
H -0.6702 -5.0140 0.6050 -0.026 0.023 0.212
Hf 0.5874 0.5019 -0.7234 1.252 0.104 1.011
C -2.4154 -3.3721 2.9357 -0.054 -0.086 -0.019
C -1.0527 1.4075 2.8800 0.012 0.037 0.136
H 1.9905 -2.6082 -0.4476 -0.032 -0.056 0.004
N 4.3773 0.3787 -1.6064 -0.067 0.016 0.000
H 1.2075 -0.2271 4.2683 0.028 0.033 -0.091
H -0.0114 1.8830 4.7396 0.084 0.021 0.025
H -2.8178 0.1521 3.0747 -0.024 -0.072 0.033
C -3.5555 -4.7136 4.5643 0.064 0.065 -0.017
H 1.9106 4.7816 -3.8140 0.119 -0.022 -0.001
C -2.4745 1.0024 2.4880 -0.027 -0.019 -0.050
C -1.6265 4.3428 -1.7064 0.126 0.047 -0.058
O -3.3987 1.4914 -1.5031 0.238 -0.031 -0.178
N -0.0471 0.9979 -2.7728 -0.017 -0.148 0.103
C 1.3300 4.6285 -0.5466 -0.059 -0.109 0.002
H -0.8154 2.8168 1.2229 -0.016 -0.012 0.066
H 0.9534 -4.3252 -2.6311 0.059 -0.061 -0.022
H 7.4909 1.8801 0.1080 0.000 0.013 -0.043
C 0.8429 4.9213 -3.6637 -0.090 -0.156 0.088
H -2.5535 0.7513 1.4318 -0.004 0.005 -0.045
H -2.3700 -2.1065 -2.2953 0.023 0.003 -0.035
C -1.4073 0.4733 -5.1674 -0.063 0.072 0.044
C -1.6828 -2.7436 3.9631 0.032 0.005 0.116
C -2.0738 1.2778 -1.6501 -0.199 0.037 -0.144
H -3.5756 1.6819 -0.5734 0.041 0.013 0.009
N -2.1777 -3.0683 1.6386 0.014 -0.226 -0.026
C 1.5563 0.1448 3.3036 -0.011 -0.090 0.108
H -0.1004 -5.6712 -0.9203 0.031 -0.038 -0.012
C -2.0737 1.0777 -4.1665 0.049 0.159 0.023
C 0.8216 2.0810 -2.2152 -0.099 0.054 -0.352
H 2.3288 -0.5123 2.9085 0.000 -0.014 -0.016
```
Positions in Å, forces in eV/Å.

Calculated values
E_HOMO, eV: -9.547
E_tot, eV: -135801.8952
Charge: +1
Kohn-Sham gap, Ha: 0.2345
M, g/mol: 899.9

These are the natural (NBO) partial charges, in e, on atoms 1 to 6: N -0.43; C -0.62; C 0.77; O -0.91; C -0.01; H 0.22